Entry 1:
A structure of composition C19H31BN5PdS2. Source: OMol25; level of theory: ωB97M-V with the def2-TZVPD basis set.

LUMO energy: 0.088 hartree
energy relative to the best compared isomer or geometry (same formula, charge and spin): 36.6 kcal/mol
net charge: -1
frontier orbital gap: 6.2 eV
HOMO energy: -0.141 hartree

```
59
Properties=species:S:1:pos:R:3:mulliken_charge:R:1
Pd 0.50024 0.61397 -1.29395 -0.1452
B -1.55198 -0.36406 -4.26481 0.1940
N -2.11958 0.70053 -3.27647 -0.3199
C -3.35104 1.21738 -3.40374 -0.1877
C -3.57622 2.08695 -2.35487 -1.0911
C -2.38941 2.02964 -1.61758 -0.3251
N -1.51647 1.20450 -2.18803 0.4495
N -0.51297 -1.35092 -3.62244 -0.2091
C -0.24549 -2.53150 -4.19972 -0.2669
C 0.76651 -3.15709 -3.49808 -1.0610
C 1.06979 -2.25027 -2.47942 -0.4209
N 0.29591 -1.17351 -2.56390 0.6080
H -2.50090 -1.04615 -4.59913 -0.1744
H -1.05023 0.17848 -5.23467 -0.1761
H -3.98381 0.90243 -4.21683 0.4031
H -4.46775 2.65216 -2.14314 0.3674
H -2.14201 2.50149 -0.68573 0.2622
H -0.80073 -2.83603 -5.07166 0.3876
H 1.21747 -4.11401 -3.69694 0.3820
H 1.79525 -2.31507 -1.68624 0.4426
C -0.82193 -3.85004 1.48192 -1.6464
C -1.16648 -2.48131 2.08503 2.2579
C -0.64134 -2.42077 3.52593 -1.5696
C -2.69039 -2.30434 2.09757 -1.6851
C -0.55862 -1.40896 1.27424 0.2307
C -0.14468 -0.51893 0.54116 -0.9792
H -1.28574 -4.65372 2.06303 0.4144
H 0.25895 -4.00244 1.47391 0.3462
H -1.17303 -3.91015 0.45118 0.3511
H -1.09344 -3.21061 4.13425 0.4113
H -0.87552 -1.45467 3.97651 0.3250
H 0.44299 -2.55141 3.54349 0.3089
H -3.16425 -3.10975 2.66819 0.4143
H -3.08175 -2.31491 1.07999 0.3659
H -2.95912 -1.34810 2.54917 0.3487
S 3.03995 0.38999 -1.43063 -0.3155
C 3.35333 0.32711 0.20340 0.2730
N 2.63656 -0.30695 1.11163 0.2012
C 3.01136 -0.16416 2.50618 -0.6487
C 3.97607 1.02306 2.59789 -0.5107
S 4.71135 1.18052 0.94285 -0.1424
H 1.64351 -0.54722 0.86545 0.0299
H 3.48648 -1.08247 2.86199 0.4236
H 2.10815 0.00141 3.09430 0.2021
H 4.75604 0.85512 3.33721 0.4027
H 3.44792 1.94555 2.83716 0.2507
C 0.00515 2.46527 1.85690 -0.9322
C 0.16459 3.22191 0.54637 1.4043
C 0.94675 4.51705 0.79875 -1.7360
C 0.88768 2.44834 -0.55807 -1.5410
H -0.51553 3.07873 2.59995 0.4553
H 0.99555 2.21972 2.26635 -0.0744
H -0.52179 1.52389 1.72343 0.1057
H -0.82362 3.52845 0.19906 -0.1001
H 1.94828 4.28048 1.17337 0.3400
H 0.44806 5.15093 1.53921 0.4353
H 1.06809 5.09707 -0.11903 0.4066
H 1.94699 2.44375 -0.29371 0.5211
H 0.79684 2.99366 -1.50820 0.5366
```

Entry 2:
The ion C22H31N4O3S with charge +1. Source: OMol25; level of theory: ωB97M-V with the def2-TZVPD basis set.

structure (SMILES): Cc1ccc(S(=O)(=O)N(C)C)cc1NC(=O)C[NH+]1CCN(Cc2ccccc2)CC1
LUMO energy: -0.093 hartree
energy relative to the best compared isomer or geometry (same formula, charge and spin): 0.0 kcal/mol
net charge: +1
frontier orbital gap: 8.8 eV
HOMO energy: -0.416 hartree

```
61
Properties=species:S:1:pos:R:3:mulliken_charge:R:1
C 3.35413 4.42370 0.41769 -1.5909
C 3.36536 2.93159 0.37736 0.8248
C 4.35189 2.18959 1.02022 -0.7702
C 4.31923 0.80163 1.05797 -0.4984
C 3.33729 0.14117 0.34727 -0.0964
S 2.95379 -1.60190 0.46665 1.2039
O 1.49686 -1.61395 0.55815 -0.5213
O 3.67325 -2.21671 1.53264 -0.7027
N 3.33391 -2.19759 -1.04975 0.0250
C 4.76475 -2.13921 -1.27318 -0.8562
C 2.75941 -3.50926 -1.29253 -0.8592
C 2.39814 0.85098 -0.37091 -0.6123
C 2.35493 2.23408 -0.29810 -0.9263
N 1.23178 2.86703 -0.85753 0.0541
C -0.04275 2.42653 -0.71193 0.0199
O -0.94317 2.78570 -1.42962 -0.6263
C -0.33179 1.56379 0.54436 -0.7922
N -0.62186 0.12462 0.32943 0.9351
C -1.42380 -0.41289 1.45798 -0.4320
C -1.62324 -1.92655 1.26246 -1.2200
N -2.24983 -2.25999 0.01222 0.2926
C -3.70490 -2.26547 -0.04198 -1.7120
C -4.38947 -0.92305 0.08261 1.0642
C -4.76002 -0.43001 1.32945 -0.4768
C -5.35060 0.81700 1.44878 -0.5165
C -5.58046 1.58747 0.32103 -0.5658
C -5.23289 1.09890 -0.92734 -0.5303
C -4.64467 -0.14908 -1.04475 -0.3810
C -1.53876 -1.66740 -1.08584 -1.1160
C -1.32668 -0.14951 -0.94410 -0.6949
H 4.08703 4.79813 1.12535 0.4220
H 3.59486 4.82759 -0.56565 0.3659
H 2.36993 4.79534 0.69739 0.3547
H 5.13495 2.71203 1.54767 0.4278
H 5.03454 0.23855 1.63516 0.5314
H 5.09745 -1.11606 -1.10728 0.2681
H 5.30828 -2.80888 -0.59933 0.3640
H 4.97082 -2.41858 -2.30467 0.3400
H 2.80572 -3.72111 -2.35962 0.3312
H 1.72128 -3.48572 -0.96991 0.1894
H 3.28644 -4.29359 -0.74140 0.3586
H 1.68846 0.31285 -0.97701 1.2282
H 1.36785 3.60959 -1.53361 0.3237
H -1.23937 2.01771 0.95908 0.6331
H 0.47742 1.65831 1.26963 0.5694
H 0.26166 -0.45176 0.33756 -0.4401
H -0.88793 -0.22843 2.38964 0.6122
H -2.38863 0.10065 1.47643 0.3031
H -2.21922 -2.31898 2.08599 0.5207
H -0.63712 -2.40437 1.28872 0.3548
H -4.04470 -2.92429 0.76068 0.4709
H -3.98099 -2.72823 -0.99259 0.4782
H -4.60089 -1.03386 2.21224 0.4373
H -5.64019 1.18221 2.42261 0.4291
H -6.04396 2.55733 0.41302 0.4322
H -5.42676 1.68600 -1.81172 0.4189
H -4.39649 -0.53280 -2.02450 0.4080
H -2.06934 -1.86866 -2.01644 0.5420
H -0.55216 -2.14462 -1.13927 0.0752
H -0.72985 0.21611 -1.78020 0.7909
H -2.27894 0.38632 -0.93669 0.5367
```

Entry 3:
An isolated molecule of C3H5P. Source: OMol25; level of theory: ωB97M-V with the def2-TZVPD basis set.

structure (SMILES): CC1=PC1
LUMO energy: 0.016 hartree
energy relative to the best compared isomer or geometry (same formula, charge and spin): 10.8 kcal/mol
net charge: 0
frontier orbital gap: 9.1 eV
HOMO energy: -0.317 hartree

```
9
Properties=species:S:1:pos:R:3:mulliken_charge:R:1
C -0.64931 0.53459 0.71177 -0.7996
C 0.73320 0.49261 0.08582 0.3762
P 2.38296 0.69589 0.05381 -0.1710
C 1.30442 -0.48621 -0.86286 -0.7322
H -0.46833 0.61951 1.78008 0.2386
H -0.91328 -0.40662 0.38003 0.3084
H -1.30359 1.33137 0.45638 0.2948
H 1.34592 -1.53511 -0.64071 0.2818
H 1.20680 -0.25782 -1.96676 0.2032
```

Entry 4:
A structure of composition CH4IPS2. Source: OMol25; level of theory: ωB97M-V with the def2-TZVPD basis set.

LUMO energy (alpha / beta): -0.038 / -0.038 hartree
energy relative to the best compared isomer or geometry (same formula, charge and spin): 48.3 kcal/mol
net charge: 0
frontier orbital gap (alpha / beta): 7.6 / 7.6 eV
HOMO energy (alpha / beta): -0.319 / -0.319 hartree

```
9
Properties=species:S:1:pos:R:3:mulliken_charge:R:1
C 1.21646 0.04331 -0.48070 -0.6394
P -1.60813 0.45389 0.41162 -0.0742
S 0.62582 -2.34110 0.18201 -0.2051
S 0.39189 1.11617 0.60603 0.0211
I 3.28832 0.24141 -0.51294 0.1586
H 0.78429 -0.10896 -1.45511 0.5227
H -2.01767 1.39876 -0.52459 0.0870
H -2.01373 1.25569 1.47713 0.0669
H -0.66725 -2.05917 0.29654 0.0625
```